This record from OMol25 describes a structure of composition C45H62BN9O4Pt in a non-equilibrium geometry. The level of theory is ωB97M-V with the def2-TZVPD basis set.

ORCA input file:
```
! RIJCOSX wB97M-V def2-TZVPD def2/J DEFGRID3
* xyz 0 1
Pt -0.018 0.086 0.110
C -1.914 -1.259 4.570
N -1.220 -0.003 4.471
C -0.899 0.609 5.743
C -0.677 0.466 3.299
N -0.208 -0.319 2.344
C 0.213 -1.613 2.689
C 1.034 -1.752 3.790
C 1.529 -2.993 4.212
C 1.237 -4.113 3.495
C 0.458 -4.025 2.315
C 0.268 -5.212 1.564
C -0.395 -5.182 0.376
C -0.922 -3.968 -0.087
C -0.832 -2.800 0.636
N -1.408 -1.650 0.059
C -2.663 -1.704 -0.329
N -3.584 -2.624 0.118
C -3.544 -3.194 1.438
C -4.507 -3.257 -0.796
N -3.163 -0.889 -1.294
C -2.330 -0.246 -2.282
C -4.500 -0.325 -1.178
C -0.083 -2.778 1.877
N -0.595 1.829 3.307
C 0.375 2.591 2.546
C -1.722 2.625 3.782
H -2.781 -1.130 5.223
H -1.279 -2.058 4.969
H -2.273 -1.514 3.589
H -0.416 -0.131 6.391
H -1.797 0.971 6.254
H -0.219 1.444 5.599
H 1.305 -0.859 4.340
H 2.153 -3.049 5.095
H 1.613 -5.083 3.794
H 0.688 -6.134 1.946
H -0.508 -6.079 -0.220
H -1.424 -3.932 -1.047
H -2.999 -2.518 2.072
H -3.082 -4.188 1.458
H -4.567 -3.271 1.818
H -4.374 -2.863 -1.800
H -5.546 -3.095 -0.492
H -4.323 -4.338 -0.818
H -1.433 -0.838 -2.450
H -2.050 0.766 -1.976
H -2.898 -0.189 -3.216
H -4.962 -0.640 -0.247
H -5.126 -0.627 -2.023
H -4.428 0.765 -1.170
H 1.383 2.228 2.751
H 0.299 3.629 2.867
H 0.186 2.546 1.473
H -1.399 3.320 4.561
H -2.502 1.979 4.173
H -2.142 3.196 2.950
C -0.220 6.890 -3.084
C -1.496 6.140 -2.800
C -2.562 6.241 -3.685
C -3.738 5.539 -3.464
C -3.854 4.725 -2.354
C -2.804 4.630 -1.441
N -2.876 3.756 -0.334
C -4.020 3.517 0.406
C -5.054 4.463 0.484
C -6.197 4.206 1.216
C -6.348 3.006 1.902
C -5.317 2.084 1.856
C -4.151 2.311 1.131
C -3.072 1.241 1.166
O -3.256 0.249 1.889
O -2.043 1.465 0.446
C -1.619 5.342 -1.655
C -0.490 5.210 -0.669
H -0.255 7.339 -4.076
H 0.649 6.231 -3.040
H -0.055 7.692 -2.360
H -2.462 6.865 -4.565
H -4.558 5.616 -4.168
H -4.754 4.149 -2.181
H -2.266 2.934 -0.335
H -4.947 5.403 -0.040
H -6.979 4.955 1.251
H -7.247 2.802 2.468
H -5.379 1.150 2.399
H -0.888 5.085 0.338
H 0.162 6.082 -0.685
H 0.125 4.330 -0.882
C 1.206 -0.806 -4.997
C 1.551 0.027 -3.774
C 3.060 0.023 -3.553
O 0.963 -0.594 -2.617
B 0.439 0.394 -1.777
O 0.521 1.633 -2.399
C 0.930 1.466 -3.766
C -0.319 1.602 -4.631
C 1.906 2.580 -4.109
H 1.723 -1.765 -4.944
H 1.517 -0.302 -5.915
H 0.137 -1.001 -5.051
H 3.393 -1.010 -3.440
H 3.314 0.569 -2.643
H 3.597 0.469 -4.392
H -1.037 0.812 -4.417
H -0.078 1.578 -5.694
H -0.793 2.558 -4.403
H 2.747 2.602 -3.418
H 1.388 3.538 -4.046
H 2.286 2.464 -5.127
C 2.719 -2.075 0.078
C 2.978 -0.615 0.085
N 2.107 0.367 0.257
C 2.805 1.552 0.119
C 4.117 1.285 -0.084
N 4.210 -0.090 -0.091
H 1.704 -2.252 -0.267
H 2.831 -2.501 1.078
H 3.408 -2.577 -0.602
H 2.313 2.505 0.189
H 4.969 1.926 -0.218
H 5.044 -0.630 -0.240
*
```

## Properties
Orbital gap (eV): 7.041
Calculated total energy (Ha): -2690.06475
ΔE to the lowest compared entry with this formula, charge and spin (kcal/mol): 19.0
LUMO (hartree): 0.00879